{"formula": "C3H9Cl2N2", "method": "ωB97M-V/def2-TZVPD", "total_charge": 1, "orbital_gap_ev": [5.8898, 5.9768], "species": ["C", "C", "C", "N", "N", "Cl", "Cl", "H", "H", "H", "H", "H", "H", "H", "H", "H"], "coordinates": [[-0.24403, -2.29443, -0.57378], [-0.02824, 1.50947, -0.26595], [-0.36471, -0.90934, 1.51496], [-0.91595, -1.59865, 0.47701], [1.03496, 2.40416, -0.63269], [-1.56465, -0.22283, 2.44603], [1.22990, -1.06385, 2.08901], [-0.17704, -1.62610, -1.49131], [0.84996, -2.28361, -0.31044], [-0.67828, -3.33136, -0.87082], [-0.48191, 0.88762, -0.96786], [-0.65294, 1.87411, 0.50472], [-1.92074, -1.31412, 0.23247], [1.87796, 1.81871, -0.85171], [1.18040, 3.02474, 0.13599], [0.85531, 3.12548, -1.43563]], "nbo_charge": [-0.459, -0.706, 0.192, -0.514, -0.679, 0.184, 0.196, 0.232, 0.236, 0.263, 0.175, 0.180, 0.443, 0.433, 0.432, 0.391]}

{"formula": "C5H15OSi2", "method": "ωB97M-V/def2-TZVPD", "total_charge": 1, "orbital_gap_ev": 10.8122, "species": ["C", "C", "C", "C", "C", "O", "Si", "Si", "H", "H", "H", "H", "H", "H", "H", "H", "H", "H", "H", "H", "H", "H", "H"], "coordinates": [[2.82108, -1.44641, 0.78948], [-3.19527, 1.41971, -0.44637], [-2.73856, -1.66387, 0.30616], [1.71240, 0.11408, -1.81286], [1.90434, 1.57404, 1.18382], [-0.44860, 0.03021, 0.14749], [-2.00019, 0.00221, 0.03104], [1.79601, -0.00481, 0.08543], [2.40417, -2.37980, 0.88990], [3.62177, -1.68502, 0.08892], [3.05326, -0.98270, 1.76741], [-3.20173, 2.10651, 0.36465], [-3.05848, 2.10791, -1.28030], [-4.26031, 1.05785, -0.49306], [-3.70221, -1.80698, -0.26943], [-2.32161, -2.61161, 0.18155], [-3.10768, -1.62660, 1.32130], [2.45937, -0.10375, -2.49662], [0.90079, -0.57776, -2.19138], [1.55778, 1.07206, -2.19197], [2.22085, 2.31768, 0.43582], [1.01616, 1.86574, 1.60731], [2.56666, 1.22132, 1.98170]], "nbo_charge": [-1.135, -1.178, -1.219, -1.170, -1.094, -1.261, 2.120, 1.878, 0.271, 0.282, 0.254, 0.272, 0.296, 0.279, 0.278, 0.284, 0.274, 0.274, 0.265, 0.258, 0.263, 0.258, 0.250]}

Values for total energy, hartree, ordered as above
-1149.19901 -853.50377